Record 1
The following is a quantum chemistry calculation of a molecular structure, C10H30BeNO13 in a non-equilibrium geometry, from the Open Molecules 2025 dataset.

Atoms and positions in Å:
Be 10.090 20.991 6.108
N 11.536 24.093 4.950
O 10.764 23.386 5.634
O 11.653 25.259 4.970
O 12.333 23.574 4.133
C 15.554 23.119 3.659
C 15.679 24.598 3.321
O 16.176 24.774 1.951
O 15.030 23.213 5.007
H 16.510 22.595 3.677
H 14.858 22.572 3.024
H 16.217 25.154 4.089
H 14.758 25.181 3.352
H 15.397 24.627 1.409
H 14.151 23.580 4.894
C 8.295 21.129 3.370
C 7.681 22.186 4.328
O 7.587 21.639 5.687
O 9.580 20.453 3.579
H 8.238 21.630 2.404
H 7.709 20.211 3.346
H 6.666 22.439 4.019
H 8.190 23.142 4.455
H 6.775 21.995 6.055
H 9.554 19.734 2.943
C 9.372 26.231 8.084
C 10.852 26.806 8.331
O 10.812 28.121 7.733
O 9.176 26.208 6.688
H 8.611 26.857 8.550
H 9.321 25.226 8.504
H 11.619 26.179 7.877
H 11.163 26.935 9.367
H 10.524 27.981 6.828
H 9.740 25.694 6.106
C 9.991 23.716 0.801
C 9.843 23.922 -0.776
O 8.477 24.003 -1.220
O 11.322 23.898 1.362
H 9.704 22.679 0.975
H 9.276 24.359 1.315
H 10.318 23.087 -1.290
H 10.385 24.772 -1.192
H 8.146 24.892 -1.371
H 11.224 23.797 2.312
C 12.913 29.035 4.763
C 12.329 30.436 4.691
O 11.746 30.688 3.417
O 11.888 28.076 4.536
H 13.263 28.962 5.793
H 13.813 28.825 4.185
H 13.006 31.249 4.955
H 11.534 30.413 5.436
H 11.386 29.810 3.274
H 12.305 27.223 4.397

- Total charge: +1
- Energy above the lowest of the compared OMol25 structures with the same formula, charge and spin: 703.16 kJ/mol

Record 2
The following is a quantum chemistry calculation of a molecular structure, C10H30Ca2F2O5 in a non-equilibrium geometry, from the Open Molecules 2025 dataset.

Atoms and positions in Å:
Ca 0.981 1.045 1.772
Ca -2.589 1.302 1.093
F -0.629 0.381 0.294
F -0.961 2.113 2.416
C 1.914 3.507 -1.903
C 1.875 2.198 -1.183
O 2.159 2.342 0.243
H 1.843 3.318 -2.975
H 2.864 4.021 -1.733
H 1.096 4.174 -1.634
H 2.597 1.514 -1.634
H 0.902 1.719 -1.270
H 3.014 2.784 0.291
C 4.222 -1.916 0.648
C 3.141 -1.065 0.083
O 1.974 -0.997 0.974
H 4.939 -2.140 -0.143
H 3.805 -2.868 0.978
H 4.743 -1.445 1.478
H 2.811 -1.438 -0.887
H 3.463 -0.037 -0.090
H 1.314 -1.604 0.624
C -1.585 -2.377 -2.122
C -0.090 -2.197 -2.028
O 0.303 -0.827 -2.056
H -1.842 -3.433 -1.999
H -1.956 -2.047 -3.089
H -2.072 -1.842 -1.301
H 0.405 -2.653 -2.882
H 0.274 -2.667 -1.104
H 0.038 -0.416 -1.222
C -4.376 2.281 -2.864
C -4.252 1.063 -1.966
O -2.977 1.034 -1.244
H -5.040 2.081 -3.703
H -3.406 2.554 -3.284
H -4.781 3.142 -2.333
H -4.342 0.139 -2.535
H -5.043 1.049 -1.215
H -2.252 1.011 -1.880
C 0.075 -1.982 5.257
C -0.641 -0.871 4.502
O -0.169 -0.721 3.133
H -0.148 -1.870 6.317
H 1.156 -1.906 5.136
H -0.236 -2.969 4.919
H -0.464 0.093 4.974
H -1.719 -1.046 4.504
H -0.339 -1.531 2.643

- Total charge: +2

Record 3
The following is a quantum chemistry calculation of 5 unconnected molecules or ions with the total composition C10H30FINO4 in a non-equilibrium geometry, from the Open Molecules 2025 dataset.

Atoms and positions in Å:
C 1.321 1.390 1.151
C 0.203 2.367 0.457
F 0.305 2.223 -1.014
N -1.211 2.192 0.978
I -1.977 0.285 0.779
H 0.860 0.867 2.112
H 1.634 0.560 0.353
H 2.261 2.052 1.459
H 0.506 3.491 0.706
H -1.207 2.523 1.986
H -1.819 2.840 0.391
C 2.950 3.178 -3.945
C 4.036 2.178 -3.605
O 4.446 2.348 -2.256
H 3.308 4.201 -3.797
H 2.625 3.063 -4.983
H 2.083 3.046 -3.288
H 4.908 2.328 -4.249
H 3.681 1.152 -3.738
H 3.666 2.205 -1.693
C -4.622 -4.376 0.950
C -4.456 -3.124 0.114
O -3.155 -2.585 0.301
H -4.467 -4.153 2.011
H -5.621 -4.801 0.820
H -3.879 -5.130 0.671
H -5.186 -2.365 0.411
H -4.596 -3.340 -0.950
H -2.514 -3.263 0.027
C 0.600 -1.409 -3.695
C 1.577 -1.629 -2.558
O 1.807 -0.407 -1.873
H 0.987 -0.663 -4.396
H 0.415 -2.341 -4.236
H -0.354 -1.026 -3.317
H 2.535 -1.991 -2.942
H 1.191 -2.364 -1.846
H 0.951 -0.098 -1.529
C -0.930 0.688 5.326
C -0.407 -0.364 4.370
O 1.004 -0.471 4.492
H -0.469 1.659 5.120
H -2.016 0.787 5.241
H -0.679 0.430 6.360
H -0.640 -0.091 3.336
H -0.853 -1.341 4.578
H 1.200 -0.722 5.411

- Total charge: +1

Record 4
The following is a quantum chemistry calculation of a molecular structure, C10H30FO5Pb in a non-equilibrium geometry, from the Open Molecules 2025 dataset.

Atoms and positions in Å:
Pb -8.959 18.826 19.733
F -8.538 21.004 18.369
C -5.960 18.350 17.314
C -6.661 17.043 17.552
O -7.491 17.094 18.698
H -5.225 18.307 16.510
H -5.446 18.672 18.220
H -6.687 19.150 17.171
H -5.975 16.215 17.730
H -7.244 16.770 16.672
H -7.684 16.196 18.978
C -7.029 22.480 13.991
C -7.173 22.189 15.477
O -8.043 21.086 15.622
H -6.313 23.231 13.658
H -7.971 22.615 13.459
H -6.603 21.561 13.588
H -7.716 22.962 16.021
H -6.223 22.000 15.976
H -8.192 21.067 16.570
C -7.588 25.068 20.395
C -8.028 24.037 19.336
O -6.970 23.170 19.043
H -6.847 25.712 19.920
H -7.097 24.589 21.242
H -8.359 25.759 20.736
H -8.326 24.513 18.402
H -8.872 23.490 19.757
H -7.291 22.306 18.773
C -11.587 18.592 15.976
C -10.209 18.270 16.568
O -10.398 17.732 17.846
H -11.373 18.951 14.969
H -12.141 19.324 16.564
H -12.192 17.691 15.870
H -9.619 19.184 16.639
H -9.633 17.582 15.949
H -11.001 16.995 17.722
C -11.897 23.932 16.194
C -10.756 22.892 16.323
O -10.473 22.859 17.657
H -12.827 23.446 16.488
H -11.984 24.250 15.155
H -11.809 24.787 16.865
H -9.861 23.212 15.790
H -11.013 21.886 15.992
H -9.782 22.226 17.865

- Total charge: +1
- Energy above the lowest of the compared OMol25 structures with the same formula, charge and spin: 75.30 kJ/mol

Record 5
The following is a quantum chemistry calculation of 6 unconnected molecules or ions with the total composition C10H30IO10 in a non-equilibrium geometry, from the Open Molecules 2025 dataset.

Atoms and positions in Å:
I 0.512 -0.041 -0.790
C 4.439 -2.734 -3.465
C 3.828 -1.675 -2.555
O 3.390 -2.298 -1.353
O 5.605 -3.319 -2.927
H 4.630 -2.261 -4.438
H 3.705 -3.525 -3.597
H 2.936 -1.243 -3.014
H 4.533 -0.882 -2.292
H 2.502 -1.997 -1.124
H 6.231 -2.624 -2.702
C -3.109 0.717 2.353
C -1.807 0.304 3.005
O -0.696 1.105 2.649
O -3.515 2.025 2.827
H -3.868 0.021 2.733
H -3.059 0.730 1.266
H -1.608 -0.715 2.634
H -1.888 0.234 4.089
H -0.330 0.761 1.819
H -4.472 2.058 2.792
C 3.561 -0.897 1.756
C 4.588 -1.193 2.833
O 4.074 -2.116 3.799
O 2.462 -0.183 2.269
H 3.277 -1.858 1.297
H 4.007 -0.319 0.931
H 4.832 -0.277 3.370
H 5.486 -1.602 2.362
H 4.024 -2.966 3.349
H 1.883 0.007 1.510
C -2.600 4.703 -0.870
C -1.560 3.684 -1.200
O -1.135 3.012 -0.017
O -2.112 5.821 -0.109
H -3.419 4.223 -0.327
H -3.003 5.105 -1.807
H -0.673 4.096 -1.697
H -2.007 2.919 -1.850
H -0.635 2.218 -0.275
H -2.616 6.579 -0.407
C -3.505 -1.099 -1.875
C -4.515 -1.853 -1.029
O -4.037 -2.023 0.303
O -2.299 -1.837 -1.902
H -3.387 -0.072 -1.520
H -3.893 -1.071 -2.904
H -4.664 -2.846 -1.463
H -5.443 -1.283 -0.978
H -3.101 -2.259 0.213
H -1.547 -1.254 -1.672

- Total charge: -1
- Energy above the lowest of the compared OMol25 structures with the same formula, charge and spin: 40.45 kJ/mol

Record 6
The following is a quantum chemistry calculation of a molecular structure, C10H30KO5 in a non-equilibrium geometry, from the Open Molecules 2025 dataset.

Atoms and positions in Å:
K 0.180 -0.897 0.145
C -7.124 1.939 -0.567
C -6.140 1.738 0.589
O -5.578 0.397 0.701
H -6.752 1.628 -1.543
H -7.497 2.962 -0.515
H -7.950 1.233 -0.472
H -6.688 2.048 1.478
H -5.306 2.421 0.427
H -6.321 -0.189 0.536
C 2.539 2.219 -5.332
C 1.071 2.230 -5.688
O 0.255 2.260 -4.507
H 2.716 1.585 -4.462
H 2.904 3.245 -5.295
H 3.130 1.768 -6.129
H 0.820 1.319 -6.231
H 0.917 3.081 -6.351
H -0.495 2.854 -4.594
C 6.469 -2.082 -0.173
C 6.092 -2.955 -1.411
O 4.724 -2.961 -1.609
H 7.521 -1.799 -0.137
H 6.265 -2.599 0.765
H 5.920 -1.141 -0.138
H 6.442 -3.981 -1.298
H 6.543 -2.640 -2.352
H 4.508 -3.338 -2.466
C -2.264 -7.116 3.620
C -0.939 -6.753 2.927
O -0.520 -5.537 3.554
H -2.711 -7.972 3.114
H -2.903 -6.258 3.413
H -2.224 -7.238 4.702
H -1.129 -6.649 1.858
H -0.278 -7.610 3.057
H -0.243 -5.792 4.437
C -0.003 6.196 2.397
C 0.511 5.299 3.570
O 1.077 4.205 2.874
H 0.763 6.239 1.623
H -0.086 7.220 2.764
H -0.918 5.870 1.902
H -0.344 5.052 4.198
H 1.192 5.919 4.152
H 1.860 4.581 2.465

- Total charge: +1
- Energy above the lowest of the compared OMol25 structures with the same formula, charge and spin: 305.86 kJ/mol

Record 7
The following is a quantum chemistry calculation of 5 unconnected molecules or ions with the total composition C10H30O5 in a non-equilibrium geometry, from the Open Molecules 2025 dataset.

Atoms and positions in Å:
C 3.884 -0.761 -1.881
C 2.874 -1.684 -1.099
O 2.319 -2.609 -1.921
H 3.478 -0.097 -2.644
H 4.750 -1.341 -2.200
H 4.294 -0.151 -1.076
H 2.057 -1.079 -0.706
H 3.354 -2.152 -0.240
H 1.970 -2.075 -2.639
C 1.849 1.668 2.380
C 1.976 3.130 2.097
O 2.463 3.709 3.250
H 1.267 1.376 3.255
H 2.871 1.298 2.311
H 1.218 1.318 1.563
H 1.041 3.659 1.917
H 2.569 3.262 1.192
H 1.936 3.411 3.995
C -4.331 3.652 -2.313
C -4.263 3.589 -3.816
O -4.752 2.354 -4.328
H -3.483 3.044 -1.995
H -5.232 3.225 -1.873
H -4.135 4.676 -1.997
H -3.203 3.643 -4.063
H -4.812 4.463 -4.166
H -5.711 2.376 -4.344
C -0.595 -1.392 0.360
C -1.332 -0.902 -0.918
O -1.992 0.335 -0.686
H -0.061 -0.583 0.859
H 0.116 -2.165 0.068
H -1.411 -1.520 1.071
H -2.022 -1.637 -1.332
H -0.566 -0.716 -1.671
H -2.396 0.610 -1.512
C 0.838 -2.878 3.022
C 0.175 -4.138 2.434
O -0.313 -4.870 3.473
H 1.577 -3.230 3.742
H 0.252 -2.039 3.394
H 1.457 -2.436 2.241
H 0.895 -4.723 1.862
H -0.602 -3.829 1.735
H -0.266 -5.791 3.204

- Spin multiplicity: 2
- Total charge: +1
- Energy above the lowest of the compared OMol25 structures with the same formula, charge and spin: 223.16 kJ/mol

Record 8
The following is a quantum chemistry calculation of a molecular structure, C10H30OP2SeSiTc in a non-equilibrium geometry, from the Open Molecules 2025 dataset.

Atoms and positions in Å:
Tc -0.079 -0.242 0.469
Si 1.709 -0.155 1.810
P -1.544 0.918 1.660
P 0.736 -2.250 -0.526
H -0.182 0.346 -2.661
C -3.240 1.070 1.051
H -3.703 1.829 1.698
H -3.749 0.099 1.155
H -3.263 1.386 -0.002
C -0.939 2.650 1.721
H -1.669 3.173 2.354
H -0.919 3.076 0.704
H 0.073 2.676 2.159
C -1.692 0.460 3.400
H -2.290 1.270 3.839
H -0.694 0.379 3.852
H -2.227 -0.498 3.467
C -0.239 -3.163 -1.787
H 0.385 -3.945 -2.254
H -0.584 -2.468 -2.565
H -1.116 -3.625 -1.307
C 2.343 -2.013 -1.432
H 2.646 -2.972 -1.880
H 3.116 -1.659 -0.731
H 2.187 -1.270 -2.231
C 1.191 -3.642 0.598
H 1.682 -4.436 0.009
H 0.270 -4.042 1.050
H 1.862 -3.278 1.389
C 2.946 1.127 1.216
H 2.449 2.094 1.110
H 3.386 0.803 0.270
H 3.679 1.136 2.019
H 1.215 0.284 3.136
H 2.439 -1.437 1.995
C -0.220 1.305 -2.223
O 0.254 1.173 -0.867
C -1.677 1.757 -2.283
H -1.786 2.439 -3.129
H -2.029 2.372 -1.444
H -2.400 0.924 -2.441
C 0.705 1.992 -3.197
H 0.423 1.600 -4.152
H 1.702 1.635 -2.978
H 0.573 3.054 -3.089
Se -1.727 -1.931 1.045

- Spin multiplicity: 4
- Energy above the lowest of the compared OMol25 structures with the same formula, charge and spin: 0.00 kJ/mol

Record 9
The following is a quantum chemistry calculation of a molecular structure, C10H31BF4InN7 in a non-equilibrium geometry, from the Open Molecules 2025 dataset.

Atoms and positions in Å:
In -0.042 -0.212 -0.062
N 1.796 1.318 -0.478
C 1.475 2.720 -0.225
C 0.832 2.825 1.153
N -0.400 2.044 1.238
C -1.539 2.758 0.642
C -1.921 2.245 -0.753
N -2.022 0.800 -0.707
C -0.660 1.668 2.633
C 0.107 0.412 3.043
N -0.332 -0.687 2.195
H 2.576 1.056 0.118
H 2.101 1.189 -1.436
H 0.790 3.083 -0.992
H 2.374 3.347 -0.241
H 0.646 3.880 1.384
H 1.544 2.439 1.886
H -1.328 3.829 0.570
H -2.415 2.636 1.283
H -1.172 2.519 -1.502
H -2.878 2.703 -1.026
H -2.395 0.404 -1.565
H -2.683 0.534 0.024
H -1.721 1.447 2.754
H -0.401 2.494 3.306
H -0.113 0.209 4.097
H 1.188 0.549 2.927
H -1.344 -0.778 2.279
H 0.050 -1.576 2.511
N 0.171 0.110 -2.727
C 0.860 -1.083 -3.226
C 0.171 -2.312 -2.636
N 0.282 -2.354 -1.181
C 1.357 -3.189 -0.654
C 2.584 -2.363 -0.271
N 2.208 -1.431 0.795
H 0.639 0.944 -3.078
H -0.762 0.116 -3.140
H 0.830 -1.155 -4.320
H 1.904 -1.050 -2.911
H -0.889 -2.270 -2.901
H 0.600 -3.216 -3.079
H -0.591 -2.723 -0.825
H 0.992 -3.701 0.242
H 1.652 -3.948 -1.385
H 3.380 -3.045 0.045
H 2.938 -1.786 -1.127
H 1.978 -1.989 1.618
H 3.019 -0.872 1.053
F -1.991 -1.739 0.038
B -3.203 -1.759 0.981
F -2.907 -2.706 1.873
F -3.069 -0.478 1.559
F -4.264 -1.851 0.198

- Total charge: +2

Record 10
The following is a quantum chemistry calculation of 6 unconnected molecules or ions with the total composition C10H31ClO9 in a non-equilibrium geometry, from the Open Molecules 2025 dataset.

Atoms and positions in Å:
O 3.452 2.396 -3.922
H 3.168 2.603 -4.815
H 4.247 2.869 -3.665
H 2.774 2.612 -3.277
Cl 1.209 0.715 -1.171
O -0.177 0.290 -1.520
O 1.353 1.950 -1.875
O 1.414 1.045 0.215
O 2.186 -0.220 -1.592
C -0.390 0.877 3.284
C 0.202 -0.113 4.305
C 0.465 0.536 5.663
O -0.811 -1.083 4.522
H 0.081 1.860 3.290
H -1.401 1.110 3.618
H -0.300 0.434 2.292
H 1.182 -0.529 4.075
H 0.651 -0.249 6.395
H -0.313 1.108 6.168
H 1.316 1.216 5.643
H -0.799 -1.644 3.743
C -4.170 -0.237 -0.164
C -3.367 -0.360 1.129
C -3.973 -1.231 2.232
O -2.132 -0.941 0.776
H -4.221 -1.210 -0.653
H -3.754 0.526 -0.822
H -5.227 -0.026 -0.002
H -2.998 0.580 1.538
H -3.387 -1.120 3.143
H -4.129 -2.286 2.006
H -4.901 -0.785 2.592
H -1.700 -0.499 0.041
C -0.097 -0.620 -6.215
C 0.307 -0.998 -4.785
C -0.024 -2.428 -4.354
O 1.715 -0.925 -4.557
H -0.225 0.460 -6.293
H -0.999 -1.104 -6.590
H 0.733 -0.965 -6.830
H -0.228 -0.303 -4.139
H 0.364 -3.215 -5.001
H -1.108 -2.501 -4.443
H 0.229 -2.553 -3.301
H 1.844 -0.653 -3.645
C 3.727 1.143 3.105
O 3.713 -0.198 2.510
H 4.493 1.795 2.685
H 2.821 1.695 2.856
H 3.758 1.189 4.194
H 3.424 -0.013 1.613

- Spin multiplicity: 2
- Total charge: -1
- Energy above the lowest of the compared OMol25 structures with the same formula, charge and spin: 0.00 kJ/mol

How do the records compare in total energy? In the order shown, they have -1445.86869 -2329.89489 -1151.91429 -1067.60225 -1449.13524 -1374.84215 -774.70766 -3928.61646 -1397.14345 -1536.60098 a.u..